Formula: C17H45N2O21S4V2
Source: the OMol25 dataset
Level of theory: ωB97M-V/def2-TZVPD

Structure (XYZ):
```
91
Properties=species:S:1:pos:R:3
O -2.043 1.653 -2.974
V -2.276 2.564 -1.669
O -3.348 1.853 -0.825
O 1.742 4.764 -0.411
V 0.692 4.519 -1.565
O 1.448 4.086 -2.840
C -0.544 0.611 0.344
C 0.447 1.560 -0.314
C 1.363 0.781 -1.233
O -0.217 2.635 -0.974
H -1.117 0.101 -0.439
H -1.261 1.134 0.975
H -0.005 -0.126 0.936
H 1.036 1.994 0.505
H 2.158 1.377 -1.684
H 0.789 0.452 -2.110
H 1.737 -0.116 -0.747
O -1.071 -3.397 4.051
S -1.245 -2.313 3.138
O -1.024 -2.514 1.739
O -2.730 -1.738 3.314
C -3.209 -1.478 4.647
C -4.731 -1.525 4.580
C -0.248 -0.950 3.731
H -2.869 -0.493 4.976
H -2.839 -2.246 5.326
H -5.125 -0.598 4.165
H -5.106 -1.571 5.603
H -5.053 -2.397 4.018
H -0.479 -0.838 4.788
H -0.419 -0.044 3.161
H 0.783 -1.297 3.652
O -0.881 5.508 0.469
S -1.939 5.398 1.440
O -3.166 6.099 1.275
O -2.316 3.830 1.405
C -3.524 3.442 2.085
C -3.310 2.229 2.975
C -1.277 5.507 3.079
H -4.322 3.214 1.379
H -3.928 4.236 2.714
H -2.862 2.546 3.926
H -2.639 1.488 2.551
H -4.234 1.773 3.327
H -0.449 4.809 3.175
H -2.108 5.242 3.727
H -0.894 6.511 3.249
O 3.209 -0.374 3.328
S 3.767 -0.978 2.157
O 4.864 -1.881 2.243
O 2.506 -1.699 1.460
C 2.739 -2.456 0.272
C 1.398 -2.868 -0.311
C 4.121 0.325 0.988
H 3.210 -3.412 0.528
H 3.412 -2.053 -0.490
H 0.851 -3.485 0.398
H 1.622 -3.520 -1.159
H 0.759 -2.046 -0.631
H 3.251 0.964 0.879
H 4.411 -0.164 0.061
H 4.942 0.928 1.369
O 1.433 -0.267 -4.726
S 0.902 -1.536 -5.152
O 0.419 -1.752 -6.470
O 2.025 -2.637 -4.873
C 3.012 -2.354 -3.848
C 3.475 -3.718 -3.377
C -0.342 -2.046 -3.966
H 2.580 -1.822 -2.996
H 3.806 -1.749 -4.277
H 2.676 -4.271 -2.885
H 4.303 -3.635 -2.668
H 3.870 -4.311 -4.201
H -0.117 -1.575 -3.015
H -0.450 -3.126 -3.943
H -1.297 -1.662 -4.329
C -3.812 -3.062 0.025
N -3.242 -2.607 -1.272
O -3.356 -3.315 -2.244
O -2.793 -1.473 -1.289
H -4.334 -4.002 -0.093
H -4.434 -2.247 0.380
H -2.963 -3.163 0.698
C 3.304 2.015 -4.312
N 4.298 0.947 -4.019
O 4.414 0.613 -2.852
O 4.881 0.425 -4.940
H 3.832 2.939 -4.086
H 2.470 1.818 -3.655
H 2.992 2.017 -5.349
```

Calculated values
Spin multiplicity = 1
Molar mass = 843.70 g/mol
Charge = +1
Kohn-Sham gap = 0.24312 Eh

=====

Formula: C25H71O36P7S2
Source: the OMol25 dataset
Level of theory: ωB97M-V/def2-TZVPD

Structure (XYZ):
```
141
Properties=species:S:1:pos:R:3
C 5.886 -1.192 5.430
O 4.797 -1.536 6.189
P 3.400 -2.140 5.662
O 2.406 -2.375 6.741
O 2.838 -1.079 4.555
C 1.400 -0.987 4.341
O 3.822 -3.464 4.846
C 2.886 -4.522 4.698
H 5.824 -0.143 5.139
H 6.108 -1.843 4.585
H 6.744 -1.215 6.101
H 1.125 0.017 4.017
H 0.644 -1.401 5.008
H 1.179 -1.358 3.340
H 1.846 -4.256 4.506
H 2.978 -5.108 5.612
H 2.965 -5.211 3.857
C -1.742 -3.185 2.553
O -2.793 -3.900 1.798
P -2.616 -4.260 0.165
O -1.272 -4.707 -0.323
O -3.085 -2.725 -0.363
C -4.194 -1.972 0.189
O -3.958 -5.240 -0.003
C -3.856 -6.633 0.236
H -2.085 -2.236 2.966
H -0.864 -3.104 1.912
H -1.446 -3.846 3.368
H -3.730 -1.290 0.901
H -4.859 -2.568 0.815
H -4.689 -1.355 -0.561
H -2.851 -7.053 0.275
H -4.350 -7.081 -0.626
H -4.343 -6.994 1.142
C -2.038 -2.262 -3.303
O -2.986 -2.227 -4.349
P -2.676 -2.982 -5.667
O -1.898 -2.188 -6.567
O -4.154 -3.426 -6.216
C -5.176 -2.556 -6.659
O -1.926 -4.330 -5.022
C -1.494 -5.383 -6.005
H -2.027 -1.321 -2.754
H -1.038 -2.483 -3.676
H -2.277 -3.119 -2.672
H -6.135 -3.033 -6.455
H -4.940 -2.170 -7.651
H -5.135 -1.640 -6.071
H -0.465 -5.688 -5.817
H -1.479 -4.983 -7.018
H -2.180 -6.206 -5.803
C 2.419 7.206 -3.321
O 3.263 6.130 -2.688
P 3.299 6.213 -1.099
O 3.843 7.538 -0.620
O 1.779 5.776 -0.699
C 1.173 6.150 0.575
O 4.271 5.052 -0.505
C 4.227 3.843 -1.304
H 2.246 8.141 -2.787
H 1.593 6.824 -3.921
H 3.045 7.512 -4.159
H 0.507 6.974 0.316
H 1.775 6.368 1.457
H 0.529 5.294 0.775
H 4.195 2.912 -0.738
H 5.170 3.504 -1.732
H 3.634 3.796 -2.217
C -2.860 2.800 3.456
O -4.136 2.656 2.883
P -4.115 2.601 1.289
O -3.577 1.432 0.623
O -5.667 2.924 0.902
C -6.575 1.769 0.692
O -3.268 3.953 0.920
C -2.198 3.858 -0.063
H -2.071 3.125 2.777
H -2.373 1.924 3.885
H -2.798 3.629 4.162
H -7.266 1.500 1.491
H -5.974 0.926 0.353
H -7.266 1.874 -0.145
H -2.583 3.151 -0.798
H -1.264 3.529 0.393
H -2.024 4.832 -0.522
C 1.784 3.247 3.895
O 0.619 3.320 4.646
P 0.452 2.974 6.255
O 1.511 2.018 6.727
O 0.233 4.500 6.833
C -0.679 5.447 6.238
O -1.053 2.408 6.170
C -1.548 1.549 7.132
H 1.767 3.918 3.036
H 1.956 2.288 3.405
H 2.575 3.553 4.579
H -1.527 5.531 6.919
H -1.048 5.170 5.251
H -0.102 6.370 6.283
H -0.752 1.171 7.774
H -2.007 0.682 6.656
H -2.289 1.912 7.844
C 1.034 -4.908 -2.818
O 2.044 -4.059 -3.420
P 3.196 -3.466 -2.472
O 2.666 -2.872 -1.197
O 4.331 -4.656 -2.440
C 4.749 -5.337 -3.668
O 3.998 -2.412 -3.413
C 3.523 -1.070 -3.491
H 1.159 -5.146 -1.761
H 1.113 -5.970 -3.048
H 0.014 -4.545 -2.941
H 4.209 -5.093 -4.583
H 4.625 -6.413 -3.551
H 5.809 -5.117 -3.792
H 4.200 -0.313 -3.095
H 2.464 -0.944 -3.265
H 3.543 -0.806 -4.549
O 2.298 0.095 1.618
S 1.539 0.626 0.536
O 1.982 1.934 0.028
O 1.282 -0.455 -0.703
C 0.168 -1.303 -0.525
C -0.789 -0.315 0.207
O -0.026 0.653 0.933
H -0.137 -1.648 -1.513
H 0.540 -2.070 0.153
H -1.522 -0.743 0.890
H -1.268 0.270 -0.577
O -1.803 0.868 -5.169
S -0.628 1.420 -4.532
O -0.252 1.002 -3.182
O 0.658 1.294 -5.570
C 1.609 2.339 -5.430
C 0.781 3.505 -4.887
O -0.569 3.113 -4.659
H 2.351 1.968 -4.723
H 2.103 2.524 -6.384
H 0.770 4.313 -5.618
H 1.303 3.920 -4.025
```

Calculated values
Spin multiplicity = 1
Molar mass = 1228.76 g/mol
Structure (SMILES) = COP(=O)(OC)OC.COP(=O)(OC)OC.COP(=O)(OC)OC.COP(=O)(OC)OC.COP(=O)(OC)OC.COP(=O)(OC)OC.COP(=O)(OC)OC.O=S1(=O)OCCO1.O=S1(=O)OCCO1
Kohn-Sham gap = 0.38228 Eh

=====

Formula: C18H37N4O8V
Source: the OMol25 dataset
Level of theory: ωB97M-V/def2-TZVPD

Structure (XYZ):
```
68
Properties=species:S:1:pos:R:3
V -5.511 -19.614 -17.218
C -6.417 -21.801 -14.795
C -5.922 -20.862 -15.898
O -5.293 -19.855 -15.603
O -6.281 -21.044 -17.070
H -7.491 -21.623 -14.749
H -5.938 -21.543 -13.851
H -6.244 -22.856 -15.008
C -4.162 -17.673 -13.738
C -4.208 -18.853 -12.729
O -3.804 -18.754 -11.586
N -4.739 -19.992 -13.128
C -4.870 -21.224 -12.310
H -4.609 -16.781 -13.299
H -4.578 -17.811 -14.735
H -3.099 -17.483 -13.891
H -5.057 -20.052 -14.085
H -3.968 -21.400 -11.724
H -4.967 -22.087 -12.969
H -5.669 -21.231 -11.569
C -7.308 -19.301 -12.962
C -7.299 -19.183 -11.444
O -8.342 -19.449 -10.836
N -6.130 -18.774 -10.839
C -5.834 -18.906 -9.430
H -7.259 -20.363 -13.205
H -6.467 -18.693 -13.296
H -8.229 -18.813 -13.278
H -5.337 -18.626 -11.447
H -6.759 -18.827 -8.859
H -5.136 -18.121 -9.137
H -5.324 -19.863 -9.319
C -2.120 -23.728 -17.724
C -3.266 -24.711 -17.398
O -3.104 -25.922 -17.386
N -4.470 -24.154 -17.115
C -4.793 -22.733 -16.867
H -2.000 -22.850 -17.089
H -2.311 -23.327 -18.720
H -1.128 -24.157 -17.865
H -5.204 -24.843 -17.042
H -3.910 -22.094 -16.849
H -5.193 -22.593 -15.862
H -5.431 -22.332 -17.655
C -7.275 -24.492 -14.073
C -6.085 -23.967 -13.338
O -4.890 -24.220 -13.694
N -6.320 -23.263 -12.237
C -7.652 -23.069 -11.574
H -7.681 -23.609 -14.566
H -7.967 -25.047 -13.439
H -7.020 -25.163 -14.892
H -5.472 -22.948 -11.787
H -7.818 -23.954 -10.960
H -8.492 -23.083 -12.268
H -7.718 -22.142 -11.003
O -6.491 -24.620 -16.057
C -7.231 -24.184 -16.938
O -7.096 -24.438 -18.211
C -7.985 -23.671 -19.034
C -8.302 -22.479 -18.094
C -8.235 -23.037 -16.682
H -8.901 -24.207 -19.280
H -7.536 -23.264 -19.940
H -9.185 -21.860 -18.257
H -7.532 -21.709 -18.137
H -9.194 -23.426 -16.340
H -8.041 -22.280 -15.922
```

Calculated values
Spin multiplicity = 4
Molar mass = 488.46 g/mol
Charge = +1
Expectation value of S² = 3.757
Kohn-Sham gap (alpha / beta) = 0.23073 / 0.21259 Eh

=====

Formula: C6H14NO
Source: the OMol25 dataset
Level of theory: ωB97M-V/def2-TZVPD

Structure (XYZ):
```
22
Properties=species:S:1:pos:R:3
C -2.091 -0.438 -1.083
C -1.613 -0.154 0.301
C -0.220 0.524 0.380
C -0.182 1.647 1.320
O 0.327 0.737 -1.159
N 0.919 -0.136 -0.294
C 0.914 -1.572 -0.755
C 2.222 0.228 0.265
H -1.474 -1.117 -1.662
H -2.093 0.513 -1.581
H -3.242 -0.717 -0.997
H -1.580 -1.109 0.878
H -2.301 0.595 0.746
H 0.473 1.374 2.187
H -1.165 1.859 1.645
H 0.283 2.553 1.005
H 0.896 -2.275 0.056
H 0.026 -1.759 -1.323
H 1.930 -1.762 -1.242
H 2.412 -0.296 1.207
H 3.071 -0.052 -0.300
H 2.488 1.357 0.405
```

Calculated values
Spin multiplicity = 1
Molar mass = 116.18 g/mol
Structure (SMILES) = CC[C@]1(C)O[N+]1(C)C
Charge = +1
Kohn-Sham gap = 0.47541 Eh